87
Properties=species:S:1:pos:R:3:forces:R:3 method="wB97M-V/def2-TZVPD" s_squared=2.0400 spin_multiplicity=3 orbital_gap_ev="5.3 / 6.8" e_tot_ev=-122024.6622
Mo 0.099709 -0.301511 0.011495 0.1436 -0.0716 -0.5113
Cl 2.021308 5.083830 -1.407132 -2.8363 0.8044 5.0733
Cl -1.500209 0.289528 -3.235041 0.2335 -0.1526 0.5743
Cl 2.498726 2.412560 -0.087512 -0.2856 -0.1508 -0.0679
Cl -1.807804 2.996670 -4.524546 0.0416 0.0048 0.0306
Cl -0.098674 5.416919 -3.654047 -0.1515 0.0546 0.0111
O 5.513589 -0.224732 -4.115265 -0.3933 -0.0289 0.0911
N 3.679100 -1.534225 -3.875799 -0.1854 -0.0069 0.1097
N -1.974411 -0.405756 -0.089392 -1.0813 0.3138 -0.2196
N -0.518713 -2.246855 0.966042 -0.5796 0.1069 -0.1073
N -0.609341 1.269346 1.291274 -0.7238 0.2221 0.0191
N 3.525393 0.736672 -3.449805 0.4628 0.3621 -0.1254
N 0.799005 -1.608625 -1.628956 -0.5127 -0.2824 0.0283
N 1.676539 -0.382011 0.854528 1.3866 -0.3747 0.8612
C -2.287713 -3.915643 0.910272 -0.1157 0.0872 -0.1099
C -2.646397 0.797784 0.158314 0.3520 -0.3229 0.1205
C -2.597381 -1.639070 -0.025253 0.4851 0.0940 0.1205
C 0.241645 -3.093123 1.606322 0.4068 -0.3801 0.1795
C -1.444894 -4.788876 1.626141 -0.1968 -0.2779 0.0302
C -1.791339 -2.633256 0.635833 -0.0989 0.2329 -0.1004
C 1.146726 2.517930 -1.189500 -0.2213 -0.0837 0.2833
C -3.822349 -2.032186 -0.498571 -0.3713 -0.3368 -0.0552
C 0.077309 3.906223 -2.844853 -0.2396 0.2627 0.3163
C 2.478433 -1.936046 -3.285873 0.4016 0.1877 -0.2475
C 0.094039 1.981515 2.129680 0.3562 0.2638 0.2580
C -3.915947 1.194470 -0.182703 -0.2019 0.2338 -0.0333
C 1.022122 3.747013 -1.841473 -0.8387 0.4453 1.0789
C 4.429110 4.837275 -2.910265 0.7260 -0.0751 -0.3979
C 4.872523 -1.372470 3.402118 -0.0972 0.0393 -0.1033
C -3.691756 3.303584 1.011002 0.0012 0.1637 0.1005
C 1.948939 -1.274974 -2.193436 0.4649 0.3879 0.2852
C 5.080663 -1.156368 2.037196 -0.0566 0.0199 0.0203
C -0.691761 2.815628 -3.220180 -0.0813 -0.1313 -0.0412
C 2.873049 3.046678 -3.385696 0.5062 -0.4596 -0.9698
C 4.037018 -0.808278 1.195186 -0.1840 0.0042 0.0617
C -3.585476 -4.263091 0.448907 0.0975 -0.1637 0.1441
C 2.709823 -0.682154 1.690451 -0.2009 0.2446 0.0394
C -1.570146 3.688301 2.264372 -0.2198 0.2933 0.0380
C -4.420472 2.455573 0.237678 -0.0968 -0.2990 -0.2163
C 0.606064 -3.396491 -3.176782 -0.3238 -0.1189 0.1332
C 2.526436 -0.853928 3.092672 0.0465 -0.0844 -0.2809
C 1.788241 -3.036755 -3.775405 0.1999 -0.1386 -0.3644
C -0.356713 3.210843 2.642768 0.3282 -0.0319 0.1932
C 5.191637 2.525406 -3.028410 -0.0051 -0.2236 0.0325
C -1.869588 1.702485 0.951853 0.0280 -0.1460 -0.0150
C -0.196946 -4.380340 1.975685 0.3861 0.0459 0.1259
C 3.588360 -1.205448 3.916321 -0.0233 0.0427 -0.0763
C 3.141288 4.392458 -3.193870 1.2250 -0.5058 -2.8792
C 0.127480 -2.644321 -2.115338 -0.1888 -0.3813 -0.2305
C -0.557971 1.598709 -2.539087 0.3037 0.1008 0.1445
C 5.439481 3.881633 -2.839707 -0.1633 0.1951 0.0612
C -2.386724 2.923369 1.405378 0.0260 -0.0977 -0.0710
C 4.714095 6.309762 -2.699197 0.0298 -0.2895 -0.1463
C 3.893812 2.104263 -3.296116 0.1709 -0.0505 0.0091
C 0.301037 1.406742 -1.424317 0.0403 0.5134 -0.6353
C 4.336334 -0.300485 -3.821673 0.0844 0.3029 0.0566
C -4.305626 -3.348514 -0.252697 -0.0872 0.3688 -0.1590
H 0.475789 -5.029974 2.521401 -0.0220 0.0671 -0.0261
H 3.414171 -1.343741 4.981137 -0.0082 0.0207 -0.1451
H 2.328945 5.111178 -3.266805 1.1408 -0.4976 -2.0069
H 1.062463 1.580792 2.389526 0.1259 0.0348 -0.0025
H 6.080612 -1.266108 1.623557 -0.1401 0.0414 0.0387
H 0.030786 -4.241072 -3.536832 0.0483 0.0777 0.0374
H 3.894975 6.795603 -2.163545 0.0233 0.0359 -0.0160
H -4.422172 -1.360418 -1.093349 -0.0194 -0.0336 0.0736
H 6.457856 4.201111 -2.631584 -0.1091 -0.0373 0.0086
H -5.281663 -3.623475 -0.637410 0.0499 0.0624 0.0131
H -5.419270 2.745304 -0.070398 0.0557 -0.0797 0.0029
H 2.175950 -3.582200 -4.632656 -0.0576 0.0526 0.1307
H 4.227204 -2.231517 -4.339296 0.1756 -0.2174 -0.1085
H 2.534861 0.563278 -3.450210 -0.0706 0.1254 -0.0936
H 1.528362 -0.717734 3.499548 0.0572 -0.0422 0.0095
H -4.096703 4.257293 1.338103 0.0776 -0.1230 -0.0465
H 5.695433 -1.653393 4.050412 -0.0826 0.0417 -0.0752
H -1.801794 -5.781206 1.891856 0.0393 0.1179 -0.0697
H 4.213786 -0.626108 0.138781 0.0040 -0.0541 0.0958
H 0.278042 3.766021 3.320390 0.0108 -0.0482 -0.0347
H 1.858341 2.720776 -3.614103 0.6872 -0.1234 -0.4102
H -3.978295 -5.255663 0.648374 0.0748 0.1066 -0.0261
H -1.929438 4.647317 2.630847 0.0294 -0.1317 -0.0633
H 5.996036 1.805851 -2.973063 -0.0507 0.0509 -0.0074
H 4.837707 6.832578 -3.654177 -0.0704 -0.0524 0.1077
H -4.545282 0.564206 -0.789280 -0.0199 0.0352 -0.0132
H -0.821295 -2.879516 -1.662451 -0.1162 -0.0037 0.0855
H 1.246244 -2.761480 1.833778 0.0251 -0.0052 0.0427
H 5.630277 6.454718 -2.122866 -0.0679 -0.0297 -0.0335
H 2.457359 -0.439119 -1.734975 0.0375 -0.1235 0.0650